FHNP | the ωB97M-V functional and the def2-TZVPD basis

Output
Energy relative to the best compared isomer or geometry (same formula, charge and spin)   51.3 kcal per mole
LUMO level   -0.0193 Eh
F_max   5.5 eV/Å
HOMO-LUMO gap   0.3673 hartree
Multiplicity   1

Last columns: bonded neighbours and bond lengths (Å).
CARTESIAN COORDINATES (ANGSTROEM)
1 N -1.37 0.73 -0.04  P2 1.480
2 P 0.03 0.25 -0.01  N1 1.480, F3 1.642, H4 1.307
3 F 0.03 -1.39 0.00  P2 1.642
4 H 1.32 0.41 0.05  P2 1.307